The following is a DFT calculation (wB97M-V/def2-TZVPD) of a molecular structure, C28H27FN7O2RbS.

The calculation puts the maximum force at 0.59 eV/A. As for the total charge: -2. The value obtained for the HOMO-LUMO gap is 6.188 eV. The value obtained for the energy relative to the best compared isomer or geometry (same formula, charge and spin) is 0.4139 eV.

Geometry as XYZ:
```
67
Properties=species:S:1:pos:R:3:forces:R:3
Rb 0.0946 0.2804 -0.2663 -0.53 -0.15 0.20
O 0.9156 -4.7823 -0.4782 0.01 -0.01 0.02
C 0.8968 -3.5216 -0.5010 0.07 -0.01 0.04
N 0.4432 -2.6733 0.3875 -0.09 0.03 -0.12
C -0.1694 -3.3064 1.5209 -0.02 0.02 0.03
C -1.2536 -2.4827 2.1827 -0.03 -0.01 0.03
C -1.6815 -2.8375 3.4685 0.03 0.00 -0.02
C -2.6963 -2.1255 4.0734 -0.01 0.02 -0.01
C -3.2632 -1.0563 3.3901 0.03 -0.03 0.00
C -2.7729 -0.7656 2.1294 -0.02 0.08 0.00
N -1.8069 -1.4629 1.5320 0.11 0.00 -0.07
C 1.5203 -2.8752 -1.7337 -0.02 -0.02 0.02
C 2.4732 -3.5955 -2.4559 -0.02 0.00 -0.01
C 3.0621 -3.0149 -3.5634 0.01 0.01 0.00
C 2.6681 -1.7387 -3.9425 -0.01 -0.02 -0.01
C 1.6957 -1.1092 -3.1835 0.03 0.00 -0.05
N 1.1396 -1.6512 -2.1028 0.14 -0.09 -0.11
H 0.5726 -3.5396 2.3023 0.00 -0.03 -0.02
H -0.6113 -4.2797 1.2549 0.01 0.02 -0.02
H -1.2002 -3.6666 3.9743 0.00 0.00 0.01
H -3.0329 -2.3876 5.0707 0.00 0.00 0.00
H -4.0430 -0.4469 3.8288 0.00 0.00 0.00
H -3.1466 0.0896 1.5726 0.00 0.00 0.00
H 2.7116 -4.5941 -2.1178 0.00 0.00 0.00
H 3.8228 -3.5453 -4.1257 0.00 0.00 0.00
H 3.1019 -1.2388 -4.7987 0.00 0.00 0.00
H 1.3431 -0.1181 -3.4539 0.00 0.00 0.00
C -5.8053 1.6261 0.7960 0.01 0.02 0.00
N -5.2748 1.3998 -0.5230 -0.02 -0.08 0.00
C -5.9183 0.7138 -1.5363 0.01 0.03 -0.04
C -5.0385 0.6788 -2.5683 -0.04 0.03 0.05
N -3.8774 1.3221 -2.2194 -0.04 -0.12 -0.17
C -4.0214 1.7539 -0.9653 0.07 0.12 0.06
S -2.8790 2.6068 -0.0083 -0.01 -0.02 -0.05
H -6.7590 2.1571 0.7394 0.01 0.01 0.01
H -5.0800 2.2303 1.3394 -0.01 0.00 -0.01
H -5.9539 0.6815 1.3256 0.01 0.00 -0.01
H -6.9145 0.3230 -1.4196 0.00 -0.01 0.00
H -5.1573 0.2264 -3.5394 0.00 -0.01 0.00
H -2.5975 1.0515 -3.0725 -0.05 -0.01 0.32
C -2.1558 3.6716 3.2572 -0.05 0.08 0.07
N -0.9580 3.6835 2.4566 0.01 0.02 0.09
C -0.6162 4.9001 1.7651 -0.02 -0.03 -0.11
C -0.2925 2.5311 2.1931 0.02 -0.03 -0.13
O -0.5863 1.4445 2.6594 -0.01 -0.09 0.16
H -2.0588 4.3453 4.1174 0.04 -0.01 -0.01
H -2.3183 2.6551 3.6082 -0.01 0.00 -0.01
H -3.0146 3.9843 2.6568 0.01 -0.04 -0.02
H -0.3528 5.6955 2.4707 -0.02 0.02 0.01
H -1.4539 5.2319 1.1437 0.00 0.01 0.01
H 0.2352 4.7124 1.1115 0.02 0.00 0.03
H 0.5600 2.6543 1.5046 0.02 0.06 0.05
F -1.8090 0.7154 -3.5617 0.12 0.06 -0.19
N 8.8052 -1.9726 -2.7860 -0.01 0.01 -0.01
C 7.8932 -1.4206 -2.3472 0.04 -0.01 0.01
C 6.7693 -0.7259 -1.7957 -0.02 -0.04 -0.01
C 6.8326 0.6543 -1.5862 0.00 0.01 0.01
C 5.7489 1.3241 -1.0609 -0.02 0.00 0.00
C 4.5590 0.6484 -0.7252 0.01 -0.03 -0.03
C 4.5178 -0.7426 -0.9407 0.01 -0.01 0.01
C 5.5991 -1.4172 -1.4664 0.00 0.03 0.01
C 3.4419 1.3460 -0.1987 -0.02 0.01 0.03
C 2.4659 1.9387 0.2737 0.27 0.22 -0.04
H 7.7374 1.1925 -1.8413 0.00 -0.01 0.00
H 5.7919 2.3933 -0.9007 0.00 0.00 0.00
H 3.6141 -1.2834 -0.6895 -0.01 0.01 0.00
H 5.5382 -2.4854 -1.6310 0.01 0.00 -0.01
```
Forces are in eV/Å.